No. 1
Entry from OMol25: 11 unconnected molecules or ions with the total composition C66H94N17O19P3 in a non-equilibrium geometry (the ωB97M-V functional and the def2-TZVPD basis).

The geometry in XYZ format:
```
199
Properties=species:S:1:pos:R:3:lowdin_charge:R:1
C -22.02 13.50 6.89 -0.11
C -21.41 12.37 6.39 -0.06
C -21.33 12.34 5.04 -0.04
C -21.79 13.34 4.11 -0.08
C -22.43 14.43 4.76 0.01
C -22.54 14.55 6.16 -0.05
N -21.53 13.30 2.62 -0.33
O -20.46 12.74 2.34 0.06
O -22.13 14.04 1.87 0.08
H -22.16 13.58 7.95 0.10
H -21.03 11.58 7.02 0.12
H -20.68 11.55 4.68 0.09
H -22.84 15.15 4.07 0.10
H -22.90 15.39 6.73 0.11
C -16.79 8.15 6.62 -0.11
C -17.65 9.11 7.17 -0.07
C -17.90 9.04 8.54 -0.03
C -17.41 8.06 9.35 -0.12
C -16.58 7.12 8.72 0.01
C -16.24 7.22 7.37 -0.09
N -17.69 7.92 10.84 -0.31
O -18.47 8.69 11.38 0.08
O -17.12 7.02 11.47 0.05
H -16.46 8.48 5.65 0.10
H -18.04 9.84 6.48 0.11
H -18.68 9.65 8.96 0.12
H -16.13 6.29 9.24 0.12
H -15.43 6.60 7.01 0.11
C -30.84 5.85 1.46 -0.11
C -31.28 6.06 2.75 -0.05
C -30.37 6.01 3.82 0.02
C -29.03 6.10 3.49 -0.15
C -28.59 5.97 2.17 0.03
C -29.54 5.70 1.14 -0.06
N -28.05 6.37 4.53 -0.36
O -28.47 6.11 5.62 0.10
O -26.97 6.82 4.27 0.08
H -31.64 5.88 0.73 0.11
H -32.34 6.20 2.93 0.11
H -30.65 6.23 4.84 0.12
H -27.54 6.14 1.97 0.10
H -29.22 5.68 0.12 0.10
C -23.71 0.89 9.91 -0.16
C -24.59 1.25 8.88 -0.13
C -25.97 1.09 8.92 -0.01
C -26.39 0.50 10.16 -0.19
C -25.52 0.26 11.21 -0.05
C -24.18 0.46 11.11 -0.15
N -27.77 0.22 10.29 -0.45
O -28.11 -0.52 11.23 -0.11
O -28.61 0.63 9.40 -0.16
H -22.63 0.95 9.81 0.08
H -24.08 1.49 7.96 0.06
H -26.67 1.50 8.21 0.09
H -25.63 -0.17 12.20 0.10
H -23.45 0.34 11.89 0.10
C -24.20 -2.36 3.03 -0.09
C -23.45 -1.41 2.32 -0.06
C -22.63 -0.66 3.10 -0.01
C -22.65 -0.70 4.53 -0.13
C -23.38 -1.72 5.12 0.00
C -24.24 -2.54 4.37 -0.05
N -21.83 0.23 5.31 -0.29
O -22.16 0.44 6.47 0.07
O -20.72 0.70 4.79 0.00
H -24.73 -3.06 2.40 0.11
H -23.32 -1.39 1.25 0.09
H -22.02 0.09 2.62 0.10
H -23.03 -1.94 6.12 0.13
H -24.66 -3.34 4.96 0.12
C -26.41 9.70 6.24 -0.05
C -26.01 8.66 7.10 -0.06
C -25.14 8.89 8.18 0.01
C -24.65 10.19 8.30 -0.11
C -25.13 11.19 7.45 -0.06
C -25.93 10.98 6.46 -0.10
N -23.53 10.39 9.30 -0.30
O -22.75 9.46 9.49 0.07
O -23.42 11.60 9.62 0.04
H -27.19 9.40 5.55 0.11
H -26.43 7.68 6.98 0.09
H -24.80 8.13 8.87 0.12
H -24.74 12.17 7.69 0.11
H -26.46 11.74 5.91 0.12
C -22.19 3.22 0.66 -0.05
C -21.72 2.02 0.15 -0.10
C -22.55 1.16 -0.49 0.00
C -23.99 1.45 -0.49 -0.11
C -24.44 2.63 0.09 -0.01
C -23.54 3.54 0.66 -0.04
N -24.91 0.43 -1.06 -0.31
O -26.03 0.71 -1.37 0.09
O -24.50 -0.80 -1.14 0.00
H -21.50 3.88 1.17 0.09
H -20.73 1.62 0.22 0.12
H -22.13 0.24 -0.87 0.11
H -25.47 2.87 -0.17 0.10
H -23.88 4.53 0.94 0.10
C -27.22 6.41 -2.75 -0.06
C -27.70 7.71 -2.81 -0.08
C -27.43 8.60 -1.78 0.01
C -26.64 8.24 -0.64 -0.14
C -26.26 6.93 -0.54 -0.02
C -26.59 6.00 -1.56 -0.05
N -26.27 9.26 0.32 -0.33
O -26.21 10.38 -0.14 0.09
O -25.99 8.95 1.50 0.06
H -27.48 5.75 -3.57 0.11
H -28.28 7.96 -3.69 0.11
H -27.98 9.52 -1.95 0.12
H -25.80 6.44 0.31 0.11
H -26.12 5.02 -1.56 0.09
O -21.39 5.59 3.24 -0.32
P -21.71 6.19 4.58 0.71
N -22.80 5.22 5.56 -0.31
C -22.92 3.79 5.29 -0.11
C -23.38 5.63 6.79 -0.13
N -22.39 7.82 4.61 -0.28
C -23.89 7.94 4.41 -0.09
C -21.59 8.92 3.94 -0.08
N -20.40 6.42 5.74 -0.30
C -20.53 7.38 6.91 -0.06
C -19.29 5.60 5.67 -0.16
H -22.02 3.23 5.51 0.07
H -23.31 3.81 4.27 0.07
H -23.81 3.30 5.68 0.08
H -23.36 6.72 6.84 0.05
H -22.93 5.08 7.62 0.09
H -24.44 5.41 6.70 0.09
H -24.50 7.45 5.17 0.04
H -23.95 9.02 4.50 0.07
H -24.21 7.56 3.44 0.07
H -21.17 8.60 2.99 0.06
H -22.24 9.75 3.68 0.07
H -20.78 9.09 4.65 0.06
H -19.79 8.16 6.76 0.04
H -21.55 7.74 7.05 0.05
H -20.43 6.81 7.84 0.07
H -18.58 5.87 6.45 0.07
H -18.81 5.69 4.70 0.07
H -19.64 4.60 5.93 0.09
O -21.69 2.73 12.65 -0.27
P -21.05 4.02 12.58 0.69
N -19.61 4.06 11.53 -0.30
C -19.77 4.07 10.07 -0.11
C -18.35 3.49 11.94 -0.14
N -20.61 4.72 14.16 -0.31
C -21.71 4.69 15.15 -0.12
C -19.72 5.83 14.30 -0.15
N -22.15 5.30 11.91 -0.30
C -23.28 4.75 11.20 -0.14
C -21.71 6.66 11.46 -0.08
H -20.81 4.01 9.72 0.07
H -19.22 3.35 9.47 0.08
H -19.25 5.00 9.84 0.06
H -18.49 2.60 12.55 0.08
H -17.73 4.14 12.56 0.06
H -17.85 3.05 11.09 0.08
H -21.24 4.43 16.11 0.08
H -22.22 5.65 15.23 0.07
H -22.50 3.97 14.93 0.07
H -18.95 5.71 13.54 0.05
H -20.22 6.78 14.13 0.07
H -19.24 5.88 15.28 0.08
H -22.82 4.19 10.39 0.06
H -23.75 4.05 11.88 0.08
H -24.00 5.53 10.94 0.08
H -21.10 6.43 10.59 0.05
H -21.13 7.23 12.19 0.06
H -22.60 7.20 11.14 0.06
O -15.18 6.35 0.38 -0.30
P -16.23 7.20 1.02 0.65
N -15.70 7.61 2.64 -0.30
C -14.66 8.58 2.88 -0.14
C -15.65 6.49 3.63 -0.10
N -17.86 6.57 1.07 -0.29
C -18.15 5.27 0.37 -0.09
C -19.01 7.22 1.72 -0.12
N -16.63 8.72 0.32 -0.32
C -17.41 9.79 0.96 -0.13
C -16.59 8.83 -1.10 -0.14
H -15.01 9.52 2.44 0.07
H -13.70 8.35 2.41 0.07
H -14.26 8.57 3.90 0.07
H -15.28 6.80 4.61 0.05
H -14.96 5.73 3.25 0.08
H -16.65 6.09 3.78 0.06
H -18.64 5.52 -0.58 0.07
H -17.27 4.63 0.36 0.07
H -18.89 4.70 0.93 0.06
H -18.77 7.87 2.56 0.07
H -19.34 7.95 0.98 0.06
H -19.86 6.54 1.87 0.05
H -18.49 9.85 0.87 0.07
H -17.28 9.78 2.04 0.06
H -17.07 10.76 0.59 0.08
H -17.04 8.02 -1.68 0.08
H -15.53 8.97 -1.28 0.08
H -17.03 9.79 -1.36 0.08
```

Computed properties:
HOMO level (alpha / beta), Eh: -0.0462 / -0.1683
Total energy, eV: -162041.000
2S+1: 2
Charge: -1
Gap between HOMO and LUMO (alpha / beta), Eh: 0.0471 / 0.1692
LUMO (alpha / beta), eV: 0.026 / 0.026

No. 2
Entry from OMol25: 7 unconnected molecules or ions with the total composition C31H73N2O6 (the ωB97M-V functional and the def2-TZVPD basis).

The geometry in XYZ format:
```
112
Properties=species:S:1:pos:R:3:lowdin_charge:R:1
C 1.75 1.74 -3.89 -0.06
C 2.32 2.16 -2.56 -0.42
C 3.40 1.19 -2.06 -0.04
C 2.84 3.62 -2.60 -0.06
C 3.03 4.13 -1.22 -0.25
N 4.18 4.50 -0.66 0.17
C 3.95 4.89 0.65 -0.02
C 2.63 4.75 0.87 -0.02
N 2.07 4.29 -0.32 0.18
H 1.33 0.75 -3.79 0.08
H 2.48 1.73 -4.69 0.09
H 0.93 2.40 -4.17 0.08
H 1.51 2.14 -1.84 0.12
H 2.95 0.41 -1.48 0.08
H 4.14 1.67 -1.43 0.07
H 3.94 0.78 -2.90 0.09
H 3.80 3.66 -3.10 0.14
H 2.15 4.26 -3.14 0.14
H 5.07 4.48 -1.13 0.18
H 4.69 5.22 1.34 0.13
H 2.03 4.93 1.74 0.13
H 1.11 4.03 -0.54 0.16
C 3.33 -3.23 -3.44 -0.07
C 2.00 -2.64 -3.88 -0.28
O 2.07 -1.89 -5.08 -0.18
C 2.50 -2.59 -6.23 -0.28
C 1.61 -3.77 -6.61 -0.08
H 4.08 -2.45 -3.32 0.08
H 3.21 -3.76 -2.49 0.07
H 3.72 -3.95 -4.16 0.07
H 1.65 -1.94 -3.12 0.11
H 1.24 -3.42 -3.96 0.11
H 3.54 -2.91 -6.12 0.11
H 2.48 -1.86 -7.04 0.12
H 1.60 -4.54 -5.83 0.07
H 1.97 -4.23 -7.53 0.08
H 0.58 -3.44 -6.76 0.08
C -1.09 2.38 1.63 -0.07
C -1.57 3.60 0.87 -0.29
O -1.74 3.38 -0.52 -0.18
C -2.70 2.39 -0.88 -0.27
C -4.10 2.67 -0.38 -0.07
H -0.15 2.00 1.21 0.07
H -0.92 2.63 2.68 0.08
H -1.81 1.56 1.60 0.07
H -0.82 4.39 0.94 0.08
H -2.49 4.00 1.32 0.11
H -2.36 1.40 -0.55 0.11
H -2.69 2.37 -1.97 0.12
H -4.15 2.69 0.71 0.06
H -4.79 1.91 -0.73 0.09
H -4.44 3.64 -0.75 0.09
C 3.86 -8.39 -0.89 -0.07
C 4.83 -7.24 -0.63 -0.28
O 4.22 -5.96 -0.63 -0.17
C 3.19 -5.77 0.33 -0.28
C 3.64 -5.96 1.76 -0.08
H 3.35 -8.24 -1.85 0.08
H 4.40 -9.33 -0.93 0.08
H 3.10 -8.47 -0.11 0.05
H 5.57 -7.20 -1.43 0.12
H 5.37 -7.41 0.30 0.11
H 2.34 -6.43 0.11 0.11
H 2.84 -4.75 0.18 0.11
H 3.99 -6.97 1.95 0.07
H 2.81 -5.76 2.44 0.07
H 4.46 -5.27 2.01 0.08
C 1.58 -10.07 3.91 -0.07
C 1.21 -8.76 3.24 -0.28
O 1.24 -8.80 1.82 -0.18
C 0.38 -9.74 1.21 -0.28
C -1.10 -9.52 1.51 -0.08
H 2.57 -10.39 3.59 0.08
H 1.58 -9.95 4.99 0.08
H 0.88 -10.87 3.66 0.07
H 1.93 -7.99 3.52 0.11
H 0.23 -8.41 3.59 0.11
H 0.67 -10.76 1.46 0.11
H 0.55 -9.62 0.13 0.12
H -1.32 -9.63 2.57 0.07
H -1.70 -10.24 0.96 0.08
H -1.40 -8.51 1.21 0.08
C -9.13 2.98 3.44 -0.08
C -7.71 2.48 3.59 -0.28
O -6.84 2.87 2.54 -0.17
C -6.68 4.26 2.34 -0.29
C -6.10 4.99 3.54 -0.08
H -9.56 2.64 2.50 0.08
H -9.75 2.60 4.26 0.08
H -9.20 4.07 3.46 0.07
H -7.70 1.39 3.58 0.12
H -7.29 2.79 4.56 0.11
H -7.62 4.72 2.03 0.11
H -6.00 4.36 1.50 0.10
H -6.76 4.94 4.41 0.07
H -5.95 6.05 3.31 0.08
H -5.14 4.56 3.83 0.08
C 0.19 7.29 0.70 -0.08
C -0.82 7.44 1.83 -0.29
O -0.80 8.71 2.45 -0.15
C -1.10 9.82 1.61 -0.27
C -2.47 9.76 0.97 -0.08
H 1.20 7.48 1.07 0.08
H 0.14 6.27 0.30 0.04
H 0.00 7.98 -0.12 0.07
H -0.59 6.73 2.62 0.12
H -1.83 7.21 1.48 0.11
H -0.32 9.94 0.85 0.11
H -1.03 10.69 2.26 0.12
H -2.58 8.91 0.30 0.07
H -2.65 10.67 0.39 0.08
H -3.24 9.69 1.74 0.08
```

Computed properties:
HOMO level, Eh: -0.3988
Total energy, eV: -48588.380
2S+1: 1
Charge: +1
Gap between HOMO and LUMO, Eh: 0.3133
LUMO, eV: -2.327

No. 3
Entry from OMol25: a single C8H11BrClN3O molecule in a non-equilibrium geometry (the ωB97M-V functional and the def2-TZVPD basis).

The geometry in XYZ format:
```
25
Properties=species:S:1:pos:R:3:lowdin_charge:R:1
Cl 1.57 -1.29 -2.05 0.55
C 1.16 -0.58 -0.24 -0.75
N 0.07 0.21 -0.37 -0.15
C -1.19 -0.18 0.26 -0.11
C -1.75 1.18 0.71 -0.18
O -1.97 1.98 -0.44 -0.14
C -0.79 2.27 -1.14 -0.23
C -0.20 1.00 -1.61 -0.20
N 1.03 -1.79 0.51 0.09
C 2.00 -2.38 1.01 -0.17
C 3.37 -2.01 0.74 -0.20
N 3.47 -0.58 0.54 0.04
C 2.39 0.02 0.16 -0.68
Br 2.65 1.93 -0.12 0.78
H -0.95 -0.95 1.00 0.11
H -1.95 -0.61 -0.44 0.14
H -2.71 1.11 1.30 0.13
H -1.10 1.78 1.37 0.13
H -0.06 2.78 -0.52 0.08
H -1.10 2.93 -1.93 0.12
H -0.86 0.36 -2.19 0.12
H 0.81 1.22 -2.11 0.10
H 1.87 -3.36 1.49 0.14
H 4.03 -2.31 1.58 0.13
H 3.51 -2.58 -0.25 0.15
```

Computed properties:
HOMO level, Eh: -0.3337
Total energy, eV: -97554.659
SMILES string: Cl[C@@]1(N2CCOCC2)N=CCN=C1Br
Energy relative to the best compared isomer or geometry (same formula, charge and spin), kcal per mole: 0.0
2S+1: 1
Gap between HOMO and LUMO, Eh: 0.3191
LUMO, eV: -0.397